(1)
The following is a quantum chemistry calculation of a cluster of 2 separate species, CH7NS2 in total at a distorted geometry, from OMol25.

Output
- SMILES: CN.SS
- 2S+1: 1
- LUMO: 0.0200 hartree

Last column: Mulliken charge in e.
Element x y z (Å)
1 S 1.2616 -0.6170 0.8070  -0.19
2 S 1.3779 0.7493 -0.7083  -0.17
3 N -1.9701 -0.5978 -0.5456  -0.47
4 C -2.7189 0.3500 0.2819  -0.73
5 H -3.6820 0.6939 -0.1244  0.31
6 H -3.0501 -0.1994 1.1729  0.28
7 H -1.9906 -0.2852 -1.5094  0.19
8 H -2.1280 1.2330 0.5261  0.22
9 H 0.3130 1.5531 -0.6072  0.11
10 H 0.0456 -1.0210 0.2796  0.23
11 H -2.3909 -1.5146 -0.5227  0.23

***

(2)
The following is a quantum chemistry calculation of a structure of composition C50H49FeO7P3S, from OMol25.

Output
- Net charge: +1
- 2S+1: 6
- LUMO (alpha / beta): -0.0694 / -0.0792 hartree

Last column: Mulliken charge in e.
Element x y z (Å)
1 Fe 0.7624 0.2143 -0.3029  2.33
2 S 0.6506 -2.8410 -2.1242  0.67
3 P 1.1846 1.0092 -2.6433  1.94
4 P -2.4235 -0.2508 0.6042  1.68
5 P -0.4901 0.0432 2.8769  0.71
6 O 0.8518 -1.9487 -0.9126  -0.56
7 O 1.8387 1.6894 0.3728  -0.09
8 O -0.8990 2.9306 0.0734  -0.24
9 O 3.2310 2.3515 1.9957  -0.68
10 O -1.3298 -0.2366 -0.4407  0.22
11 O 2.8710 -0.6217 0.1279  -0.49
12 O 0.4813 -0.4030 1.8064  0.15
13 C -1.0788 -3.2702 -2.1996  -0.61
14 C 1.0870 -0.0727 -5.2741  -0.48
15 C 3.5415 -0.3867 -3.1393  -0.27
16 C 1.2757 3.3035 -4.2156  -0.38
17 C 0.3168 5.4549 -3.6978  -0.45
18 C 2.9906 0.8695 -2.8826  0.23
19 C -2.0846 -1.2884 4.7528  -0.47
20 C 0.5609 2.5295 3.2930  -0.35
21 C 0.0896 3.6175 -2.1302  0.72
22 C -5.3298 2.3803 -0.4491  -0.82
23 C -4.1837 1.8234 0.0983  -0.51
24 C 3.5920 0.1936 1.0800  2.14
25 C 0.3909 -0.6282 -6.3392  -0.77
26 C 0.8346 2.7558 -3.0241  -0.02
27 C -0.9246 -1.2941 3.9791  1.11
28 C -1.9232 -4.1107 1.6432  -0.79
29 C -3.9562 0.4487 -0.0046  0.39
30 C -1.6103 -0.7127 -5.0065  -0.50
31 C 5.7399 0.5781 -3.2449  -0.62
32 C -0.1961 -3.3050 5.0830  -0.66
33 C 0.9561 3.5207 5.4446  -0.72
34 C 1.0022 3.5946 4.0594  -0.95
35 C -1.3531 -3.2967 5.8521  -0.64
36 C 2.8430 1.5226 1.1946  -0.60
37 C 5.2042 1.8232 -2.9532  -0.71
38 C -0.9139 -0.1618 -3.9385  -0.60
39 C 0.4353 0.1648 -4.0670  0.61
40 C 4.9072 -0.5317 -3.3253  -0.81
41 C -0.9560 -0.9466 -6.2088  -0.66
42 C 0.0550 1.2966 5.3150  -0.69
43 C -6.0248 0.2074 -1.2195  -0.88
44 C -4.8811 -0.3551 -0.6750  -0.60
45 C 1.2488 -4.4293 -1.6096  -1.08
46 C -3.9773 -2.2392 1.8000  -0.87
47 C -1.9648 0.7042 2.0621  -1.66
48 C 1.0385 4.6240 -4.5720  -1.03
49 C -0.4055 3.1978 -0.9404  0.09
50 C -0.1541 4.9865 -2.5069  -1.35
51 C -1.7340 -2.8394 1.1184  -0.25
52 C -3.1330 -4.4476 2.2352  -0.69
53 C -2.7668 -1.9058 1.1850  0.24
54 C 3.8348 1.9694 -2.7634  -0.84
55 C -6.2495 1.5725 -1.1037  -0.54
56 C 0.4890 2.3735 6.0730  -0.81
57 C 0.0815 1.3756 3.9196  0.83
58 C 3.6738 -0.4830 2.4380  -2.20
59 C 4.9752 0.4600 0.5176  -1.64
60 C -4.1597 -3.5131 2.3169  -0.96
61 C -2.2994 -2.2933 5.6844  -0.88
62 C 0.0192 -2.3069 4.1434  -0.48
63 H -6.7423 -0.4191 -1.7330  0.44
64 H 0.9169 -2.3036 3.5364  0.12
65 H -0.7855 -2.5490 0.6770  0.83
66 H 0.6419 2.5792 2.2132  0.12
67 H 0.1276 6.4864 -3.9680  0.42
68 H 5.5460 1.0569 1.2284  0.41
69 H 2.6201 -1.4593 0.5329  0.22
70 H -1.5169 -4.0725 6.5898  0.40
71 H 1.4062 4.4719 3.5709  0.47
72 H 6.8058 0.4701 -3.4061  0.40
73 H 1.8368 2.6727 -4.8955  0.40
74 H -2.6616 -0.9566 -4.9013  0.49
75 H 5.3245 -1.5094 -3.5371  0.47
76 H 1.4054 5.0083 -5.5134  0.44
77 H -3.4668 2.4638 0.5966  0.35
78 H 4.2217 0.1587 3.1255  0.43
79 H -4.7075 -1.4199 -0.7715  0.47
80 H -1.6245 -2.3441 -2.0470  -0.21
81 H 0.4726 2.3127 7.1541  0.45
82 H 2.3357 -4.3737 -1.5679  0.40
83 H 2.8956 -1.2546 -3.2061  0.37
84 H 2.1391 0.1605 -5.3837  0.42
85 H 3.4281 2.9432 -2.5211  0.34
86 H 2.6774 -0.6481 2.8453  0.27
87 H -0.2894 0.3986 5.8091  0.41
88 H -3.2753 -5.4402 2.6452  0.46
89 H 5.8517 2.6871 -2.8673  0.43
90 H 4.2000 -1.4389 2.3534  0.50
91 H 5.4940 -0.4851 0.3392  0.43
92 H -3.2012 -2.2899 6.2838  0.47
93 H -2.8175 -0.4954 4.6433  0.32
94 H -4.7756 -1.5099 1.8707  0.54
95 H 0.9023 -0.8089 -7.2767  0.45
96 H -5.0991 -3.7772 2.7866  0.46
97 H -0.7089 5.6295 -1.8352  0.52
98 H 0.5400 -4.0873 5.2179  0.44
99 H -1.1202 -4.8377 1.6083  0.43
100 H -1.3274 -3.9902 -1.4209  0.43
101 H 1.3022 4.3570 6.0403  0.41
102 H 0.8344 -4.6330 -0.6205  0.21
103 H -1.4956 -1.3699 -7.0469  0.41
104 H 4.9108 1.0046 -0.4253  0.17
105 H -7.1444 2.0097 -1.5294  0.42
106 H -1.6490 1.6927 1.7200  0.46
107 H -1.4222 0.0361 -2.9985  0.28
108 H -2.8091 0.8193 2.7455  0.83
109 H 0.9365 -5.1822 -2.3350  0.42
110 H -5.5055 3.4445 -0.3641  0.46
111 H -1.2793 -3.6744 -3.1931  0.56

***

(3)
The following is a quantum chemistry calculation of a structure of composition C25H35AlN2O2Si, from OMol25.

Output
- 2S+1: 1
- LUMO: -0.0065 hartree

Last column: Mulliken charge in e.
Element x y z (Å)
1 Si -0.0461 -1.1392 -0.7520  0.42
2 Al -0.0832 1.1395 0.3013  -1.08
3 O -1.8017 1.4632 0.7606  -0.13
4 O -0.1685 2.2704 -1.0930  0.02
5 N 0.3151 1.2766 2.3667  0.31
6 N 1.9370 1.6399 0.4222  0.14
7 C 2.9549 3.4136 -2.5948  -0.74
8 C -0.5825 -0.7318 -2.5253  -1.69
9 C 1.1064 3.9682 -3.9968  -0.49
10 C -2.5346 1.2365 1.8167  0.52
11 C -2.8013 0.7751 4.2039  -0.77
12 C -1.4299 -3.7097 -0.5136  -2.17
13 C 2.5876 1.1118 1.6147  -0.51
14 C 1.5600 -3.0726 -2.1381  -1.92
15 C -1.9760 1.0171 3.0943  0.29
16 C -2.7702 -1.6399 -0.4352  -1.90
17 C 1.7030 1.5190 2.7752  -0.95
18 C 1.6280 -2.0761 -0.9704  2.59
19 C 0.6855 2.8052 -1.9226  -0.11
20 C 2.6224 2.2525 -0.4674  -0.02
21 C 2.4882 3.9829 -3.7538  -0.81
22 C 2.0587 -2.8112 0.3060  -1.71
23 C -1.4278 -2.2630 -0.0131  2.49
24 C 0.2204 3.4024 -3.1082  -0.59
25 C -4.7210 0.9583 2.8003  -0.52
26 C -0.5558 1.1152 3.2945  -0.07
27 C 2.0777 2.8172 -1.6772  0.98
28 C 2.7272 -1.0661 -1.3321  -1.71
29 C -3.9350 1.2136 1.6998  -0.31
30 C -1.3623 -2.2792 1.5228  -1.75
31 C -4.1672 0.7338 4.0712  -0.83
32 H 3.6993 2.3663 -0.3170  0.28
33 H 2.6183 0.0204 1.5420  -0.11
34 H -0.2117 1.0746 4.3318  0.37
35 H 2.5334 -3.5702 -2.2469  0.56
36 H -1.4088 -1.2714 1.9473  0.33
37 H -0.5666 -4.2789 -0.1649  0.33
38 H 0.2400 -0.2764 -3.0903  0.30
39 H 4.0173 3.4161 -2.3722  0.37
40 H 1.9576 0.9865 3.6925  0.52
41 H -1.4054 -0.0093 -2.5275  0.34
42 H -4.3647 1.3896 0.7223  0.50
43 H -3.5930 -2.1356 0.0976  0.50
44 H 2.0541 -2.1581 1.1883  0.16
45 H 2.4453 -0.4274 -2.1770  0.30
46 H -2.2119 -2.8415 1.9337  0.53
47 H 1.3476 -2.5677 -3.0844  0.34
48 H -5.7979 0.9288 2.6788  0.39
49 H 1.4082 -3.6585 0.5312  0.32
50 H 3.0781 -3.2050 0.1923  0.48
51 H -2.9472 -1.7671 -1.5066  0.35
52 H 3.6082 1.4789 1.7340  0.60
53 H 2.9829 -0.4163 -0.4934  0.20
54 H -4.8030 0.5405 4.9244  0.41
55 H -2.3264 -4.2224 -0.1372  0.52
56 H -0.8458 3.3950 -3.2941  0.48
57 H -0.9104 -1.6260 -3.0677  0.42
58 H -2.3401 0.6219 5.1748  0.38
59 H -1.4564 -3.7708 -1.6057  0.39
60 H 1.8259 2.5893 2.9548  0.34
61 H 3.6415 -1.6037 -1.6177  0.59
62 H 0.8093 -3.8493 -2.0036  0.29
63 H 3.1690 4.4344 -4.4620  0.40
64 H -0.4477 -2.7515 1.8923  0.24
65 H 0.7243 4.4124 -4.9084  0.41
66 H -2.8320 -0.5703 -0.2181  0.18

***

(4)
The following is a quantum chemistry calculation of a cluster of 3 separate species, C3H10O4 in total at a distorted geometry, from OMol25.

Output
- SMILES: CCC(=O)O.O.O
- 2S+1: 1
- LUMO: 0.0180 hartree

Last column: Mulliken charge in e.
Element x y z (Å)
1 O 0.2105 -3.3229 -1.0471  -0.63
2 O 1.1705 0.3283 -0.1700  -0.57
3 O 0.3564 3.9120 0.5549  -0.64
4 O 0.5348 -1.1766 1.3679  -0.48
5 C -1.1509 -0.3474 -0.0588  0.06
6 C 0.2913 -0.3174 0.3339  0.39
7 C -1.5421 0.8904 -0.8395  -1.21
8 H -1.0001 1.0548 -1.7591  0.34
9 H -1.8119 -0.4877 0.7816  0.31
10 H -1.4012 1.8701 -0.3571  0.21
11 H 1.1963 4.3515 0.3242  0.31
12 H -2.6023 0.9109 -1.0718  0.37
13 H 0.3969 3.0739 0.0815  0.33
14 H 1.4660 -1.1034 1.6388  0.34
15 H 0.6378 -2.9095 -0.2834  0.31
16 H -1.3040 -1.1933 -0.7251  0.24
17 H -0.1864 -4.1004 -0.6391  0.31

***

(5)
The following is a quantum chemistry calculation of an isolated molecule of C3H11N3 at a distorted geometry, from OMol25.

Output
- SMILES: CCN(N)NC
- 2S+1: 1
- LUMO: 0.0423 hartree

Last column: Mulliken charge in e.
Element x y z (Å)
1 N -0.2154 0.7015 -1.8291  -0.66
2 N 0.2709 0.1229 -0.6345  -0.01
3 N -0.6971 -0.5414 0.1456  -0.27
4 C 0.9397 1.1428 0.2628  -0.37
5 C 1.1800 0.6757 1.6850  -1.07
6 C -1.0516 -1.8470 -0.3778  -0.85
7 H 0.3504 2.0755 0.2580  0.29
8 H 0.2649 0.7358 2.2653  0.30
9 H -1.6429 -2.3638 0.3758  0.33
10 H -1.6170 -1.8189 -1.3212  0.27
11 H 1.5206 -0.3538 1.6874  0.29
12 H -0.3785 -0.0251 -2.5181  0.25
13 H 1.8850 1.3371 -0.2490  0.34
14 H -0.1311 -2.4030 -0.5384  0.29
15 H -1.0810 1.2284 -1.6835  0.22
16 H 1.9368 1.3011 2.1586  0.38
17 H -1.5338 0.0321 0.3132  0.26

***

(6)
The following is a quantum chemistry calculation of a structure of composition I2Mn at a distorted geometry, from OMol25.

Output
- 2S+1: 6
- LUMO (alpha / beta): -0.0224 / -0.0702 hartree

Last column: Mulliken charge in e.
Element x y z (Å)
1 I -0.4408 -2.4164 0.0671  -0.03
2 I 0.5103 2.6253 0.2491  -0.36
3 Mn -0.0696 -0.2089 -0.3162  0.39

***

Looking at ΔE to the lowest compared entry with this formula, charge and spin for the records above, in order, we have 0.639 0.000 0.024 0.133 2.363 0.671 eV.